167
Properties=species:S:1:pos:R:3:mulliken_charge:R:1 method="wB97M-V/def2-TZVPD" fmax_ev_per_a=1.9 gap_ha=0.266 energy_ha=-4433.72200 charge=+1 multiplicity=1 homo_ev=-10.249 lumo_energy_ev=-3.018
C -1.2335 -1.3910 -0.6842 -0.646
O -1.8141 -0.1448 -1.0394 -0.102
C -1.0356 0.6201 -1.9456 -0.708
C -1.8476 0.9917 -3.1673 -0.907
C -3.1092 1.7730 -2.7967 -0.617
C -4.1134 1.0115 -2.0208 0.493
N -4.7482 1.5414 -1.0297 0.126
C -5.6357 0.5935 -0.3591 0.213
S -4.6185 0.0014 1.1011 0.222
P -7.1794 1.4268 0.4273 -0.033
O -6.3746 2.6481 1.1430 -0.428
O -7.4710 0.3951 1.6311 -0.385
C -5.8848 -0.4184 -1.4525 -0.650
S -6.5685 -1.9983 -0.9560 1.555
C -6.0891 -3.0991 -2.2380 -1.296
O -7.9967 -1.8930 -0.9318 -0.697
O -5.9628 -2.4465 0.2670 -0.634
C -4.5247 -0.4081 -2.2336 -0.880
H -1.9006 -1.8500 0.0445 0.221
H -1.1605 -2.0689 -1.5368 0.381
H -0.2693 -1.2337 -0.2094 0.122
H -0.6789 1.5110 -1.4269 0.302
H -0.1544 0.0603 -2.2607 0.499
H -2.0748 0.1466 -3.8171 0.367
H -1.2285 1.6545 -3.7724 0.548
H -3.5781 2.1544 -3.7075 0.394
H -2.8304 2.6535 -2.2173 0.100
H -4.5980 2.4967 -0.7112 0.160
H -3.5377 0.7778 0.9331 0.286
H -5.6141 2.2947 1.6400 0.190
H -6.9980 0.6376 2.4336 0.336
H -6.5938 -0.0330 -2.1891 0.494
H -6.3731 -2.7245 -3.2187 0.479
H -6.5978 -4.0334 -2.0304 0.414
H -5.0165 -3.2654 -2.2253 0.389
H -4.7259 -0.5869 -3.2870 0.480
H -3.8093 -1.1197 -1.8410 0.256
C -2.0718 7.1079 -1.4503 -1.047
C -2.5083 5.7659 -1.9702 0.816
O -1.8483 5.1393 -2.7726 -0.516
C -3.8116 5.2069 -1.4530 0.009
H -1.1227 7.3877 -1.9032 0.197
H -2.8208 7.8619 -1.6962 0.327
H -1.9547 7.0656 -0.3661 0.255
H -4.6261 5.8950 -1.6914 0.428
H -3.7629 5.0441 -0.3763 -0.130
H -4.0046 4.2531 -1.9440 -0.274
C -3.0038 5.0548 3.1904 -1.364
C -3.3805 3.8131 2.4294 0.786
O -3.3210 3.7735 1.2158 -0.330
C -3.8293 2.6253 3.2406 -0.736
H -2.6985 5.8337 2.4959 0.275
H -3.8562 5.4081 3.7721 0.371
H -2.1788 4.8390 3.8705 0.352
H -4.7149 2.8853 3.8236 0.500
H -3.0382 2.3130 3.9224 0.511
H -4.0622 1.7906 2.5823 -0.392
C 2.9714 6.2303 -2.2421 -1.280
C 1.9369 6.6757 -3.2482 0.922
O 1.7647 7.8449 -3.5003 -0.551
C 1.1275 5.5938 -3.9183 -1.019
H 3.4801 7.1004 -1.8345 0.347
H 2.4914 5.6818 -1.4298 0.312
H 3.7045 5.5797 -2.7214 0.347
H 0.5710 5.0340 -3.1680 0.231
H 1.7872 4.9165 -4.4655 0.469
H 0.4218 6.0439 -4.6117 0.234
C 3.5920 8.8701 -8.7243 -1.105
C 3.6831 9.2716 -7.2694 0.772
O 4.5819 9.9683 -6.8643 -0.548
C 2.5994 8.7603 -6.3501 -0.875
H 4.4260 9.3003 -9.2733 0.307
H 3.6258 7.7832 -8.8159 0.310
H 2.6564 9.2309 -9.1543 0.318
H 2.5959 7.6689 -6.3461 0.205
H 1.6244 9.1161 -6.6875 0.333
H 2.7755 9.1163 -5.3410 0.278
C 3.2637 -2.5610 1.1462 -0.943
C 2.3622 -1.3731 1.3413 0.856
O 1.8469 -0.7993 0.4054 -0.629
C 2.1288 -0.9222 2.7618 -1.125
H 3.3489 -2.7811 0.0842 0.287
H 4.2589 -2.3495 1.5433 0.141
H 2.8545 -3.4325 1.6595 0.369
H 3.0773 -0.6488 3.2256 0.353
H 1.6749 -1.7290 3.3393 0.313
H 1.4652 -0.0604 2.7685 0.299
C 7.8246 -4.3467 0.0890 -0.631
C 7.1550 -3.1409 0.6814 0.724
O 6.5931 -3.1976 1.7552 -0.564
C 7.2273 -1.8630 -0.1155 -1.210
H 7.6983 -5.1977 0.7560 0.318
H 7.3852 -4.5814 -0.8826 0.417
H 8.8885 -4.1409 -0.0340 -0.042
H 6.7566 -2.0040 -1.0895 0.332
H 8.2696 -1.5824 -0.2720 0.337
H 6.7135 -1.0667 0.4203 0.353
C -5.8824 -8.3691 -1.8034 -1.171
C -5.4875 -6.9363 -1.5570 0.870
O -5.3714 -6.1459 -2.4677 -0.543
C -5.2448 -6.5300 -0.1237 -0.929
H -6.0268 -8.5295 -2.8687 0.314
H -5.1010 -9.0394 -1.4428 0.339
H -6.8109 -8.5962 -1.2777 0.333
H -4.4382 -7.1288 0.3015 0.385
H -6.1484 -6.6869 0.4672 0.311
H -4.9705 -5.4778 -0.0780 0.119
C 12.3911 -6.6540 1.1855 -1.210
C 11.4757 -5.4639 1.3292 0.776
O 11.0099 -4.9013 0.3643 -0.463
C 11.1617 -5.0079 2.7320 -1.004
H 12.5340 -6.8793 0.1314 0.277
H 13.3592 -6.4383 1.6398 0.356
H 11.9546 -7.5219 1.6818 0.344
H 12.0811 -4.7269 3.2482 0.404
H 10.6733 -5.8111 3.2869 0.306
H 10.4963 -4.1485 2.6937 0.169
C 6.8309 -5.7324 6.4828 -1.189
C 7.4320 -5.3706 5.1446 0.851
O 7.7879 -6.2211 4.3631 -0.543
C 7.5698 -3.9010 4.8332 -0.715
H 6.7892 -6.8143 6.5824 0.313
H 7.4395 -5.3216 7.2896 0.316
H 5.8213 -5.3262 6.5615 0.326
H 8.2162 -3.4253 5.5737 0.366
H 6.5923 -3.4178 4.8428 0.340
H 8.0060 -3.7840 3.8458 -0.068
C -4.1630 -1.5317 4.4758 -0.215
C -3.1165 -0.5015 4.8056 0.811
O -2.7253 0.2834 3.9646 -0.615
C -2.5921 -0.4845 6.2156 -1.297
H -4.4281 -1.4086 3.4313 -0.201
H -3.7769 -2.5388 4.6385 0.391
H -5.0388 -1.3783 5.1060 0.046
H -2.1316 -1.4445 6.4529 0.374
H -3.4138 -0.3102 6.9116 0.285
H -1.8501 0.3039 6.3212 0.354
C -7.1041 6.1171 -5.3905 -1.155
C -7.0874 6.3527 -3.8998 0.897
O -6.1950 6.9700 -3.3673 -0.550
C -8.2394 5.7847 -3.1057 -1.117
H -6.2269 6.5750 -5.8407 0.303
H -7.0987 5.0463 -5.6011 0.316
H -8.0012 6.5559 -5.8290 0.356
H -8.2801 4.7005 -3.2250 0.290
H -9.1808 6.2105 -3.4548 0.374
H -8.1094 6.0242 -2.0530 0.292
C 10.9027 -3.0913 -4.4694 -1.237
C 10.4598 -3.5370 -3.0957 0.841
O 10.0796 -2.7414 -2.2681 -0.510
C 10.5085 -5.0187 -2.8104 -0.800
H 10.8182 -2.0100 -4.5466 0.311
H 11.9401 -3.3822 -4.6408 0.331
H 10.2766 -3.5555 -5.2330 0.331
H 11.5278 -5.3922 -2.9169 0.350
H 9.8563 -5.5456 -3.5105 0.353
H 10.1718 -5.1985 -1.7962 0.062
C -5.9207 -3.8631 7.7872 -1.109
C -6.4726 -2.4602 7.7389 0.847
O -5.7935 -1.5255 7.3768 -0.516
C -7.9073 -2.2766 8.1627 -1.167
H -4.8835 -3.8587 7.4601 0.265
H -5.9724 -4.2504 8.8055 0.377
H -6.5008 -4.5154 7.1329 0.323
H -8.0363 -2.6022 9.1957 0.345
H -8.5646 -2.8674 7.5231 0.338
H -8.1795 -1.2272 8.0830 0.300